ORCA calculation (ωB97M-V with the def2-TZVPD basis set) on an isolated molecule of C18H20BrN3O4.

Computed properties:
SMILES string = COc1ccc(N2CCN(C(=O)CNC(=O)c3ccc(Br)o3)CC2)cc1
Energy above the lowest of the compared OMol25 structures with the same formula, charge and spin = 0.0 kJ/mol
Energy = -3737.14899 hartree
Highest occupied orbital energy = -0.2770 Eh
HOMO-LUMO gap = 8.139 eV

ORCA input file:
```
! RIJCOSX wB97M-V def2-TZVPD def2/J DEFGRID3
* xyz 0 1
C 3.9456 -2.5373 0.9525
O 2.7786 -2.0241 1.5497
C 1.7145 -1.7324 0.7382
C 1.7803 -1.5901 -0.6430
C 0.6342 -1.3275 -1.3685
C -0.6108 -1.2080 -0.7511
C -0.6579 -1.3040 0.6411
C 0.4853 -1.5598 1.3697
H 0.4432 -1.6488 2.4443
H -1.5901 -1.1825 1.1711
N -1.7490 -1.0889 -1.5586
C -3.0445 -1.4802 -1.0495
H -2.9082 -2.1797 -0.2265
H -3.5696 -2.0090 -1.8552
C -3.8823 -0.2539 -0.6166
N -3.0022 0.8832 -0.4352
C -2.7824 1.3409 0.8095
O -3.3215 0.8532 1.7885
C -1.8069 2.5114 0.9930
N -0.4538 2.0277 1.1540
C 0.4939 2.1803 0.2020
O 0.2883 2.7391 -0.8603
C 1.8167 1.6494 0.5786
C 2.3682 1.2899 1.7845
C 3.7025 0.9180 1.5251
C 3.8537 1.0797 0.1774
O 2.7387 1.5231 -0.4006
Br 5.3185 0.7757 -0.9307
H 4.4382 0.5747 2.2218
H 1.8964 1.2949 2.7452
H -0.2733 1.4451 1.9551
H -1.8228 3.2137 0.1597
H -2.1083 3.0258 1.9107
C -2.3660 1.3027 -1.6648
H -1.5226 1.9582 -1.4619
H -3.0943 1.8486 -2.2778
C -1.8602 0.0501 -2.4358
H -0.8931 0.2719 -2.8838
H -2.5606 -0.2138 -3.2346
H -4.3995 -0.4360 0.3254
H -4.6171 0.0031 -1.3859
H 0.7036 -1.2474 -2.4425
H 2.7163 -1.7016 -1.1688
H 4.5849 -2.8512 1.7764
H 3.7217 -3.4001 0.3179
H 4.4737 -1.7839 0.3603
*
```

These are the Löwdin partial charges, in e, on atoms 1 to 6:
1. C -0.09
2. O -0.10
3. C -0.30
4. C -0.02
5. C 0.00
6. C -0.23

ORCA calculation (ωB97M-V with the def2-TZVPD basis set) on an isolated molecule of C13H13NO in a non-equilibrium geometry.

Computed properties:
Energy above the lowest of the compared OMol25 structures with the same formula, charge and spin = 784.9 kJ/mol
Energy = -632.90825 hartree
Highest occupied orbital energy = -0.3147 Eh
HOMO-LUMO gap = 9.216 eV

ORCA input file:
```
! RIJCOSX wB97M-V def2-TZVPD def2/J DEFGRID3
* xyz 0 1
C 2.3880 -3.5389 -0.8968
C 1.0437 -3.9431 -0.8024
C 2.7635 -2.2465 -0.6465
C 0.1274 -2.9680 -0.5773
C 1.8592 -1.2779 -0.2003
C 0.5197 -1.6726 -0.2318
C -0.5610 -0.7511 0.0387
C 0.3628 2.0646 -0.9572
C 0.7528 2.0660 0.5520
C -2.2109 2.3995 1.7026
C -2.7901 2.4528 0.2967
C -0.4267 1.4001 0.0774
C -1.7905 1.4145 0.6268
N -1.7533 -0.9286 0.2925
O -2.5363 0.1387 0.5841
H 3.2892 -4.2359 -1.0909
H 0.7348 -4.9054 -0.9894
H 3.7805 -1.8076 -0.7307
H -0.8547 -3.2120 -0.6836
H 2.3850 -0.3911 0.0669
H 0.1399 3.0682 -1.3228
H 0.9238 1.4434 -1.4980
H 1.6583 1.5797 0.6945
H 0.7881 3.0896 0.9910
H -1.4340 3.0468 2.0206
H -2.8064 2.1713 2.6583
H -3.7950 2.2421 0.2473
H -2.5576 3.3014 -0.2217
*
```

These are the Löwdin partial charges, in e, on atoms 1 to 6:
1. C -0.09
2. C -0.06
3. C -0.11
4. C -0.03
5. C -0.02
6. C -0.18

ORCA calculation (ωB97M-V with the def2-TZVPD basis set) on a cluster of 2 separate species, CH2N2O2 in total in a non-equilibrium geometry.

Computed properties:
Energy above the lowest of the compared OMol25 structures with the same formula, charge and spin = 428.0 kJ/mol
Energy = -299.17383 hartree
Highest occupied orbital energy (alpha / beta) = -0.3537 / -0.3537 Eh
HOMO-LUMO gap (alpha / beta) = 8.382 / 8.379 eV

ORCA input file:
```
! RIJCOSX wB97M-V def2-TZVPD def2/J DEFGRID3
* xyz 0 1
C 0.7521 -1.1064 0.6372
N -0.8141 1.7074 -0.9902
N -0.2773 0.7263 -1.1021
O 0.8883 -1.8896 1.5466
O -0.3719 -0.4870 0.4079
H 1.3407 -0.9867 -0.2111
H -1.5177 2.0361 -0.2883
*
```

These are the Löwdin partial charges, in e, on atoms 1 to 6:
1. C -0.51
2. N 0.14
3. N 0.17
4. O 0.03
5. O -0.09
6. H 0.09

ORCA calculation (ωB97M-V with the def2-TZVPD basis set) on an isolated molecule of C18H14Cl2N6O3 in a non-equilibrium geometry.

Computed properties:
SMILES string = CC(C)c1cc(Cc2c(Cl)cc(-n3nc(C#N)c(=O)[nH]c3=O)cc2Cl)n[nH]c1=O
Energy = -2168.87162 hartree
Highest occupied orbital energy = -0.3381 Eh
HOMO-LUMO gap = 7.491 eV

ORCA input file:
```
! RIJCOSX wB97M-V def2-TZVPD def2/J DEFGRID3
* xyz 0 1
N 0.7412 0.0504 -7.6631
O -0.1452 4.6098 2.5213
O -2.0922 -2.5522 -7.7578
O -2.4011 -4.1871 -3.7258
Cl -3.2670 -0.7766 0.2639
Cl 2.1859 -2.0663 -0.0617
C 0.1584 -0.6270 -6.9700
N -0.3789 -1.4280 -4.8073
N -0.7371 1.4653 1.0537
C -0.0424 3.3887 2.4227
C -1.6178 -2.4603 -6.6548
C -1.8888 -3.3423 -4.4201
C -0.6680 -1.4653 -6.1390
C -0.0945 0.6818 1.8086
C 0.5187 1.0546 3.0820
C 0.7085 2.4933 3.3747
C -1.8932 -1.7109 -1.7387
C 0.4310 -2.1140 -2.0050
C -1.6885 -1.2652 -0.4909
C 0.6059 -1.8161 -0.6501
C -0.8717 -2.0630 -2.6455
C -0.4323 -1.1972 0.1180
N -0.7594 2.8202 1.4496
N -2.1069 -3.3681 -5.7507
N -1.0184 -2.3659 -3.9805
C -0.2454 -0.7945 1.5828
C 3.1264 2.8341 4.2390
C 1.3596 2.0610 5.8226
C 1.6195 2.9570 4.5841
H 0.8267 0.2255 3.7287
H -2.8847 -1.5399 -2.1502
H 1.3436 -2.3424 -2.6703
H -1.1296 3.4815 0.7737
H -2.5881 -4.1837 -6.1082
H 0.5644 -1.4236 1.9522
H -1.0956 -0.9875 2.1752
H 3.8031 3.0171 5.0409
H 3.3515 1.9027 3.8186
H 3.1765 3.6452 3.4926
H 1.8839 2.4841 6.6667
H 0.3052 1.7765 6.0365
H 1.8533 1.1877 5.4618
H 1.4835 3.9403 4.9199
*
```

These are the Löwdin partial charges, in e, on atoms 1 to 6:
1. N 0.19
2. O 0.03
3. O 0.12
4. O 0.12
5. Cl 0.65
6. Cl 0.74

ORCA calculation (ωB97M-V with the def2-TZVPD basis set) on a structure of composition C33H32AlAs2N2O3S2.

Computed properties:
Energy above the lowest of the compared OMol25 structures with the same formula, charge and spin = 74.7 kJ/mol
Energy = -7122.13899 hartree
Highest occupied orbital energy = -0.4020 Eh
HOMO-LUMO gap = 8.087 eV

ORCA input file:
```
! RIJCOSX wB97M-V def2-TZVPD def2/J DEFGRID3
* xyz 1 1
Al -0.0103 -1.9373 0.7041
C 0.5276 0.9084 3.2625
C 1.7880 0.5804 3.0200
As 1.1061 -0.6573 -0.9767
C 2.9455 -0.5931 -0.3100
C 3.7059 0.5118 -0.6833
C 5.0312 0.6259 -0.2831
C 5.6045 -0.3652 0.4997
C 4.8517 -1.4678 0.8837
C 3.5306 -1.5809 0.4798
C 1.2747 -2.2994 -2.0559
C 1.8014 -2.1511 -3.3395
C 1.9568 -3.2476 -4.1735
C 1.5767 -4.5135 -3.7453
C 1.0405 -4.6804 -2.4777
C 0.8951 -3.5778 -1.6491
As -1.0333 2.4285 0.6648
C -1.5213 2.7041 -1.2066
C -2.7456 2.3801 -1.7780
C -2.9145 2.4479 -3.1567
C -1.8657 2.8490 -3.9694
C -0.6528 3.2164 -3.4008
C -0.4819 3.1379 -2.0286
C -0.9773 4.2831 1.2127
C 0.3334 4.6901 1.4669
C 0.6114 6.0168 1.7646
C -0.4280 6.9332 1.8299
C -1.7364 6.5262 1.5952
C -2.0142 5.2070 1.2776
H 0.2394 1.9186 3.5296
H -0.2663 0.1677 3.2460
H 2.0797 -0.4413 2.7965
H 2.5871 1.3115 3.0544
H 3.2558 1.2884 -1.2910
H 5.6163 1.4865 -0.5811
H 6.6376 -0.2804 0.8121
H 5.2967 -2.2379 1.5015
H 2.9507 -2.4461 0.7826
H 2.1010 -1.1681 -3.6823
H 2.3823 -3.1164 -5.1603
H 1.7032 -5.3689 -4.3959
H 0.7446 -5.6638 -2.1337
H 0.4765 -3.7470 -0.6512
H -3.5941 2.0982 -1.1670
H -3.8724 2.1938 -3.5930
H -1.9952 2.8859 -5.0434
H 0.1563 3.5658 -4.0293
H 0.4637 3.4292 -1.5818
H 1.1335 3.9558 1.4333
H 1.6285 6.3324 1.9566
H -0.2219 7.9686 2.0684
H -2.5435 7.2451 1.6557
H -3.0344 4.9003 1.0813
C -4.2549 -3.0759 -0.1849
N -3.9136 -1.7422 0.3259
C -4.8631 -0.8556 0.7396
C -4.5444 0.3952 1.1387
C -3.1790 0.7770 1.0262
O -2.8096 1.9965 1.2408
N -2.2618 -0.1332 0.7161
C -2.6136 -1.3644 0.4141
O -1.7017 -2.2440 0.2177
H -5.3309 -3.1396 -0.3132
H -3.9109 -3.8408 0.5054
H -3.7632 -3.2325 -1.1419
H -5.8821 -1.2161 0.7356
H -5.2883 1.0941 1.4890
C 2.0600 -5.2095 2.2951
O 0.6299 -5.3651 2.2216
C -0.2555 -4.4031 2.4293
S -1.8409 -4.7710 2.4404
S 0.3610 -2.7408 2.7372
H 2.4318 -6.0650 2.8514
H 2.3421 -4.2899 2.7969
H 2.4638 -5.2271 1.2837
*
```

These are the Löwdin partial charges, in e, on atoms 1 to 6:
1. Al 0.09
2. C -0.12
3. C -0.07
4. As 1.19
5. C -0.47
6. C -0.13

ORCA calculation (ωB97M-V with the def2-TZVPD basis set) on an isolated molecule of C4H6ClNO in a non-equilibrium geometry.

Computed properties:
SMILES string = C=C(C)[C@H](Cl)N=O
Energy above the lowest of the compared OMol25 structures with the same formula, charge and spin = 438.6 kJ/mol
Energy = -746.06020 hartree
Highest occupied orbital energy = -0.3501 Eh
HOMO-LUMO gap = 8.998 eV

ORCA input file:
```
! RIJCOSX wB97M-V def2-TZVPD def2/J DEFGRID3
* xyz 0 1
C 1.1167 -0.3231 -0.6382
C 0.1037 0.3448 -0.1807
C -0.9082 -0.0641 0.8244
C -0.2646 1.6727 -0.7996
N -1.6165 1.5115 -1.3283
O -1.6890 1.5268 -2.5232
Cl -0.5248 2.9050 0.4986
H 1.8050 -0.2658 -1.5075
H 1.1404 -1.4182 -0.2162
H -1.5363 -0.9274 0.3220
H -1.7323 0.6766 0.9625
H -0.3004 -0.4015 1.6799
H 0.4466 1.8806 -1.6760
*
```

These are the Löwdin partial charges, in e, on atoms 1 to 6:
1. C 0.04
2. C -0.47
3. C -0.11
4. C -0.66
5. N -0.09
6. O 0.04

Among the records above, which one has the highest energy? CH2N2O2